[1]
# C22H37As2N3TcTe

A molecular structure, C22H37As2N3TcTe (ωB97M-V with the def2-TZVPD basis set, the OMol25 dataset).

The HOMO energy (spin up / spin down) comes out at -19.314 / -18.933 eV. The spin multiplicity is 4. The calculation puts the gap between HOMO and LUMO (spin up / spin down) at 8.207 / 4.804 eV. As for the electronic energy: -5843.58436 a.u. As for the expectation value of S²: 3.7768. Its net charge is +4.

Last column: Löwdin spin population.
Element x y z (Å)
Te 0.99 0.29 -3.02  0.014
Tc 0.97 -0.29 -0.36  0.945
As -1.52 -0.42 -0.20  -0.001
As -2.95 2.17 2.15  0.578
N 1.62 -0.62 1.71  -0.002
N 1.50 1.71 0.26  0.016
N 1.28 -2.44 -0.40  0.014
C 3.80 -0.95 -6.03  0.096
C 2.74 0.36 1.91  0.001
C 1.39 -1.27 -5.43  0.037
C 3.59 -1.42 -7.30  0.042
C 2.28 -1.81 -7.66  0.313
C -2.44 -0.71 1.49  0.003
C -2.85 0.28 2.41  0.091
C 2.85 1.31 0.72  0.003
C 2.40 -2.65 0.55  0.004
C 1.18 -1.73 -6.72  0.137
C -4.62 2.73 1.36  0.092
C -2.03 -1.94 -1.29  0.002
C 2.95 -0.35 -3.69  0.049
C -2.63 3.11 3.80  0.083
C 2.70 -0.87 -5.07  0.279
C -2.46 1.04 -1.07  0.024
C 0.27 -1.19 -4.42  0.007
C -2.76 -2.03 1.79  0.001
C -3.80 -1.43 3.87  0.006
C -3.44 -2.40 2.95  0.008
C -3.50 -0.10 3.59  0.034
C 2.00 -2.05 1.89  0.003
H -1.74 -2.89 -0.86  0.000
H 4.40 -1.48 -8.01  -0.001
H 3.61 0.51 -3.68  0.007
H -2.12 2.01 -0.72  0.015
H -2.05 2.48 4.47  0.000
H -3.11 -1.94 -1.44  0.000
H -3.67 -3.44 3.13  0.000
H -4.81 2.17 0.45  0.000
H 2.81 -2.14 2.62  0.000
H -2.26 0.98 -2.14  0.002
H -5.37 2.49 2.11  0.021
H -2.11 4.04 3.59  0.007
H -3.53 0.92 -0.90  0.000
H -0.65 -0.81 -4.84  0.000
H 3.29 -2.16 0.14  0.000
H 4.80 -0.62 -5.75  0.001
H 1.52 -2.82 -1.30  0.005
H -4.31 -1.70 4.78  0.001
H 2.08 -2.17 -8.67  0.012
H 1.56 2.41 -0.46  0.006
H 0.48 -2.99 -0.08  0.001
H 0.99 2.13 1.02  0.002
H 0.91 -0.43 2.40  0.000
H 3.36 0.84 -0.14  0.000
H 0.09 -2.13 -3.90  0.000
H -3.60 3.35 4.24  0.015
H 3.68 -0.19 2.01  0.000
H -1.54 -1.81 -2.25  0.000
H -2.49 -2.83 1.10  0.000
H -3.81 0.64 4.32  0.003
H 3.45 2.19 0.99  0.000
H 3.34 -1.12 -3.03  0.019
H -4.60 3.80 1.17  0.000
H 1.14 -2.57 2.29  0.000
H 2.58 0.90 2.84  0.000
H 0.18 -2.02 -7.03  0.004
H 2.64 -3.71 0.65  0.000

[2]
# C9H17NO4

A single C9H17NO4 molecule (ωB97M-V with the def2-TZVPD basis set, the OMol25 dataset).

The HOMO energy comes out at -9.519 eV. The calculation puts the gap between HOMO and LUMO at 8.831 eV. As for the electronic energy: -708.70321 a.u. Its relative energy (zero: lowest compared OMol25 entry of this formula, charge and spin) is 379.0 kJ/mol. Its SMILES is CC1(C)CC[C@](N=O)(C(C)(O)O)[C@@H]1O. Its net charge is 0.

Last column: Löwdin charge in e.
Element x y z (Å)
O 2.47 0.29 -1.35  -0.051
O 1.89 -2.18 -0.69  0.016
O -0.11 0.71 -1.72  -0.063
O 1.60 1.85 0.10  0.047
N 1.43 -1.73 0.35  0.025
C 0.74 -0.57 0.28  -0.307
C -2.78 -0.73 -0.90  -0.054
C -0.08 -0.36 1.57  -0.088
C -0.31 -0.38 -0.87  -0.233
C -2.06 1.36 -0.09  -0.045
C -1.50 -0.68 1.24  -0.129
C 2.03 0.55 0.01  -0.488
C -1.64 -0.09 -0.13  -0.553
C 3.25 0.32 1.02  0.019
H 0.07 0.58 1.91  0.092
H 2.84 0.49 2.03  0.080
H -2.57 -1.76 -1.14  0.074
H -2.18 1.67 -1.25  0.132
H -3.08 1.27 0.45  0.120
H -2.74 -0.19 -1.96  0.135
H 0.25 -1.18 2.17  0.116
H -2.24 -0.24 1.93  0.138
H 0.83 0.74 -2.09  0.119
H 3.77 -0.62 0.92  0.073
H -1.70 -1.73 1.20  0.119
H 3.99 1.23 0.77  0.134
H -0.35 -1.32 -1.52  0.174
H -1.34 2.02 0.36  0.076
H 2.24 -0.75 -1.47  0.131
H -3.72 -0.63 -0.46  0.061
H 1.00 2.04 -0.68  0.131

[3]
# C3H9N

A single C3H9N molecule (ωB97M-V with the def2-TZVPD basis set, the OMol25 dataset).

The HOMO energy comes out at -8.582 eV. The calculation puts the gap between HOMO and LUMO at 9.744 eV. As for the electronic energy: -174.41568 a.u. Its relative energy (zero: lowest compared OMol25 entry of this formula, charge and spin) is 98.1 kJ/mol. Its SMILES is CN(C)C. Its net charge is 0.

Last column: Löwdin charge in e.
Element x y z (Å)
N -0.29 -0.37 -0.21  -0.353
C -0.66 0.87 -0.81  -0.151
C -0.53 -0.29 1.21  -0.149
C 1.10 -0.74 -0.44  -0.130
H -0.34 1.81 -0.23  0.094
H -1.80 0.94 -0.74  0.096
H -0.22 0.93 -1.83  0.085
H 1.39 -1.81 -0.21  0.096
H -1.61 -0.06 1.34  0.088
H 0.04 0.59 1.65  0.091
H -0.23 -1.20 1.76  0.085
H 1.41 -0.61 -1.53  0.095
H 1.75 -0.06 0.04  0.054

[4]
# C27H24ClF10N4S2V

A molecular structure, C27H24ClF10N4S2V (ωB97M-V with the def2-TZVPD basis set, the OMol25 dataset).

The HOMO energy (spin up / spin down) comes out at -0.847 / -0.846 eV. The spin multiplicity is 3. The calculation puts the gap between HOMO and LUMO (spin up / spin down) at 4.775 / 4.773 eV. As for the electronic energy: -4461.49372 a.u. Its relative energy (zero: lowest compared OMol25 entry of this formula, charge and spin) is 0.0 kJ/mol. As for the expectation value of S²: 2.0412. Its net charge is -2.

Last column: Löwdin spin population.
Element x y z (Å)
V 0.03 -0.70 0.84  2.017
Cl -0.81 0.46 6.29  -0.001
S 1.52 -1.57 2.43  -0.032
S 1.26 -2.11 -0.62  -0.023
F -1.03 -3.24 2.03  0.010
F -4.28 -2.67 -1.42  0.000
F 4.37 0.42 -0.07  0.000
F 6.61 -0.71 -0.97  0.000
F -5.32 -4.96 -0.77  0.000
F -2.19 -5.50 2.70  0.000
F -4.34 -6.48 1.30  0.001
F 2.86 0.87 -4.60  0.000
F 7.02 -1.15 -3.65  0.000
F 5.07 -0.31 -5.41  0.000
N -1.47 -0.35 2.47  0.008
N 2.36 1.21 -1.68  0.001
N -1.78 -1.71 -0.17  -0.001
N -0.73 0.78 -0.97  0.000
C -3.76 -5.31 0.95  0.003
C -2.44 -2.84 0.16  0.002
C 2.52 -2.90 0.31  0.002
C 3.41 0.67 -2.24  0.000
C -2.74 -0.74 2.49  0.013
C -0.91 0.01 3.63  0.015
C 3.47 -3.77 -0.47  -0.001
C 2.63 -2.68 1.64  0.003
C -2.93 -0.43 4.85  0.013
C 3.72 0.44 -3.62  0.000
C -4.22 -4.56 -0.10  0.000
C -2.14 -1.18 -1.49  0.001
C -2.05 -3.64 1.27  0.003
C -1.93 1.40 -0.41  0.005
C 1.23 1.56 -2.48  0.000
C 3.72 -3.24 2.50  -0.001
C 4.49 0.24 -1.39  0.000
C 5.65 -0.33 -1.85  0.000
C -2.66 -4.81 1.64  0.000
C 5.88 -0.54 -3.21  0.000
C -3.61 -3.37 -0.46  0.002
C 0.02 1.89 -1.61  0.000
C -1.61 -0.02 4.82  0.000
C -3.51 -0.79 3.64  -0.001
C 0.77 1.21 1.44  -0.047
C 4.89 -0.14 -4.07  0.000
C -1.08 -0.22 -1.98  0.003
H -0.71 2.41 -2.26  0.000
H -3.14 -1.04 1.53  0.001
H 0.12 0.33 3.60  0.002
H -2.52 0.68 0.16  0.001
H 1.28 1.26 2.41  -0.001
H 1.53 1.44 0.68  0.002
H 3.34 -3.50 3.49  0.000
H -0.17 -0.76 -2.24  0.001
H -2.57 1.82 -1.22  0.001
H 4.53 -2.52 2.65  0.000
H 0.32 2.58 -0.83  0.000
H 2.99 -4.10 -1.40  0.000
H 0.95 0.82 -3.23  0.000
H 0.00 1.99 1.43  -0.002
H -3.11 -0.67 -1.48  0.000
H 3.77 -4.66 0.08  0.000
H -1.45 0.27 -2.90  0.000
H -2.23 -1.98 -2.24  0.000
H -1.64 2.21 0.25  0.000
H 4.37 -3.22 -0.75  0.000
H -4.53 -1.13 3.59  0.000
H 1.40 2.49 -3.06  0.000
H 4.16 -4.14 2.06  0.000
H -3.48 -0.46 5.78  0.001

[5]
# C28H34N3O2

3 unconnected molecules or ions with the total composition C28H34N3O2 (ωB97M-V with the def2-TZVPD basis set, the OMol25 dataset).

The HOMO energy comes out at -11.299 eV. The calculation puts the gap between HOMO and LUMO at 7.490 eV. As for the electronic energy: -1401.68474 a.u. Its relative energy (zero: lowest compared OMol25 entry of this formula, charge and spin) is 586.9 kJ/mol. Its net charge is +1.

Last column: Löwdin charge in e.
Element x y z (Å)
O -2.63 3.10 3.61  -0.149
O -1.24 3.20 3.56  -0.036
N -0.89 3.52 -4.90  0.041
N 1.58 -3.09 -1.55  0.043
N -1.64 1.16 0.75  -0.006
C 0.92 -2.92 3.52  -0.200
C -1.78 -0.91 2.82  0.053
C 0.20 3.98 0.39  -0.063
C -0.25 -2.44 1.21  -0.150
C 3.77 -4.52 -2.51  -0.068
C 2.47 -3.64 5.45  -0.069
C 1.56 -3.97 4.35  -0.034
C -0.56 2.64 -5.86  -0.150
C 2.69 -4.25 -3.34  -0.065
C 2.78 -2.25 5.76  -0.071
C 0.56 2.72 -1.91  -0.076
C 1.63 -3.53 -2.81  -0.152
C -2.73 2.70 -6.83  -0.074
C 3.75 -4.06 -1.21  -0.063
C -1.05 -1.14 1.56  -0.134
C 2.64 -3.36 -0.78  -0.158
C 1.28 -1.55 3.83  -0.056
C -2.43 0.39 3.00  0.053
C 2.19 -1.21 4.92  -0.074
C -2.14 3.98 -4.91  -0.159
C -2.30 1.39 1.93  -0.099
C 0.04 2.62 -0.42  -0.371
C -0.07 -3.41 2.43  -0.157
C -3.10 3.60 -5.84  -0.072
C -1.49 2.14 -0.34  -0.081
C -1.43 2.21 -6.84  -0.069
C -2.99 2.78 2.24  -0.081
C -1.03 -0.07 0.59  0.044
H 0.86 -0.71 3.24  0.086
H -1.80 -1.70 3.61  0.127
H -0.12 3.34 -2.54  0.061
H -0.69 -2.94 0.30  0.129
H -2.15 3.03 -0.26  0.125
H -2.38 4.69 -4.12  0.101
H 0.76 -3.30 -3.42  0.102
H 2.44 -0.15 5.17  0.099
H 2.67 -4.59 -4.37  0.107
H 0.77 -2.10 0.89  0.097
H 0.65 1.67 -2.29  0.084
H 3.46 -2.04 6.62  0.102
H 2.57 -2.99 0.24  0.090
H 1.32 -5.03 4.12  0.108
H 1.61 3.14 -1.86  0.091
H 0.72 1.89 0.10  0.131
H -0.85 2.46 4.07  0.120
H -2.59 3.61 1.62  0.116
H -0.60 4.72 0.16  0.086
H -1.08 -3.53 2.91  0.115
H -4.10 4.01 -5.80  0.104
H 4.63 -5.07 -2.89  0.112
H -0.48 -0.24 -0.37  0.161
H 2.88 -4.52 6.00  0.104
H -1.11 1.50 -7.59  0.105
H -3.44 2.38 -7.58  0.109
H 1.24 4.36 0.20  0.085
H 0.47 2.28 -5.82  0.105
H 4.58 -4.25 -0.53  0.107
H 0.11 3.70 1.48  0.066
H -2.99 0.64 3.93  0.138
H -1.79 1.61 -1.29  0.146
H -4.11 2.71 2.15  0.158
H 0.22 -4.43 2.06  0.124

Molecular weight (g/mol)
719.0 203.2 59.1 745.0 444.6